(1)
Molecular formula: C30H54F15NO8S4Sb2Tl
Method: DFT, ωB97M-V/def2-TZVPD

Properties
E_HOMO, eV: -5.22
Kohn-Sham gap, Eh: 0.2627
Charge: -1
Calculated total energy, a.u.: -5576.03766
ΔE to the lowest compared entry with this formula, charge and spin, kcal/mol: 0.0

CARTESIAN COORDINATES (ANGSTROEM)
Tl (-0.047, 1.267, -0.037)
O (-1.898, -1.754, 3.248)
S (-1.022, -0.784, 2.556)
O (0.309, -1.255, 2.289)
O (-1.775, -0.788, 1.097)
S (-1.147, 1.020, 3.222)
F (-0.928, 3.494, -2.059)
C (-2.163, 3.941, -1.789)
F (-2.169, 5.262, -2.055)
F (-2.993, 3.357, -2.665)
C (-2.567, 3.583, -0.317)
O (-2.240, 2.330, -0.022)
C (-1.850, 4.587, 0.649)
F (-0.538, 4.667, 0.344)
F (-1.927, 4.170, 1.913)
F (-2.340, 5.841, 0.612)
C (-4.112, 3.791, -0.170)
F (-4.470, 3.822, 1.126)
F (-4.789, 2.781, -0.731)
F (-4.569, 4.928, -0.732)
F (-0.293, 1.757, -5.381)
C (0.105, 0.493, -5.232)
F (1.265, 0.337, -5.868)
F (-0.803, -0.306, -5.799)
S (0.276, 0.134, -3.435)
O (1.303, 1.021, -2.955)
O (-1.050, 0.326, -2.906)
N (0.705, -1.374, -3.534)
S (1.524, -2.046, -2.367)
O (2.948, -1.948, -2.502)
O (0.945, -1.847, -1.063)
C (1.151, -3.802, -2.789)
F (1.575, -4.118, -4.012)
F (-0.161, -4.058, -2.720)
F (1.771, -4.596, -1.909)
C (5.363, 0.686, -2.735)
C (5.655, 0.517, -1.242)
C (5.884, -0.971, -0.974)
C (6.912, 1.293, -0.866)
Sb (3.798, 1.113, -0.200)
C (4.032, 3.309, -0.031)
C (4.338, 3.858, -1.424)
C (5.074, 3.814, 0.960)
C (2.649, 3.834, 0.370)
C (4.140, 0.415, 1.865)
C (5.549, 0.585, 2.422)
C (3.140, 1.147, 2.763)
C (3.762, -1.069, 1.861)
H (6.216, 0.310, -3.315)
H (5.209, 1.730, -3.013)
H (4.480, 0.120, -3.034)
H (6.692, -1.330, -1.624)
H (4.995, -1.564, -1.197)
H (6.187, -1.162, 0.057)
H (7.769, 0.885, -1.420)
H (7.142, 1.218, 0.198)
H (6.839, 2.351, -1.122)
H (5.351, 3.621, -1.754)
H (4.244, 4.952, -1.412)
H (3.637, 3.477, -2.172)
H (6.074, 3.442, 0.736)
H (4.831, 3.534, 1.987)
H (5.109, 4.911, 0.923)
H (1.901, 3.594, -0.390)
H (2.676, 4.928, 0.460)
H (2.303, 3.435, 1.326)
H (5.882, 1.624, 2.416)
H (6.278, -0.007, 1.866)
H (5.572, 0.235, 3.463)
H (3.366, 2.210, 2.867)
H (3.163, 0.704, 3.767)
H (2.113, 1.043, 2.403)
H (4.426, -1.667, 1.234)
H (2.738, -1.224, 1.516)
H (3.825, -1.460, 2.884)
C (-3.258, -4.346, 3.032)
C (-2.907, -4.035, 1.580)
C (-3.758, -4.914, 0.664)
C (-1.418, -4.258, 1.319)
Sb (-3.347, -1.949, 1.126)
C (-4.920, -0.997, 2.282)
C (-4.603, -0.950, 3.772)
C (-5.067, 0.425, 1.740)
C (-6.187, -1.822, 2.043)
C (-3.665, -1.723, -1.021)
C (-3.755, -0.239, -1.368)
C (-2.427, -2.340, -1.671)
C (-4.936, -2.422, -1.501)
H (-3.018, -5.399, 3.213)
H (-4.325, -4.218, 3.231)
H (-2.687, -3.739, 3.728)
H (-3.570, -5.958, 0.931)
H (-3.504, -4.797, -0.388)
H (-4.829, -4.733, 0.791)
H (-1.198, -5.316, 1.499)
H (-0.797, -3.661, 1.984)
H (-1.131, -4.027, 0.292)
H (-3.744, -0.319, 3.985)
H (-4.412, -1.938, 4.192)
H (-5.481, -0.526, 4.273)
H (-4.120, 0.972, 1.735)
H (-5.763, 0.965, 2.390)
H (-5.477, 0.442, 0.731)
H (-6.107, -2.826, 2.467)
H (-6.445, -1.909, 0.987)
H (-7.021, -1.320, 2.542)
H (-3.008, 0.390, -0.886)
H (-4.736, 0.169, -1.130)
H (-3.603, -0.138, -2.446)
H (-1.501, -1.898, -1.303)
H (-2.464, -2.141, -2.745)
H (-2.375, -3.422, -1.535)
H (-5.836, -1.963, -1.090)
H (-4.956, -3.491, -1.289)
H (-4.986, -2.302, -2.588)

=====

(2)
Molecular formula: C30H54N2O22
Method: DFT, ωB97M-V/def2-TZVPD

Properties
E_HOMO, eV: -8.72
Kohn-Sham gap, Eh: 0.3305
Calculated total energy, a.u.: -2940.16017

CARTESIAN COORDINATES (ANGSTROEM)
C (-2.464, -2.393, -15.801)
O (-1.249, -1.674, -15.798)
C (-0.131, -2.451, -16.096)
C (1.202, -1.737, -16.098)
N (2.176, -2.707, -16.636)
C (3.478, -2.093, -16.959)
C (4.292, -3.089, -17.744)
O (3.740, -3.204, -19.057)
C (4.489, -3.898, -20.049)
H (-2.516, -3.050, -14.936)
H (-2.627, -2.718, -16.837)
H (-3.297, -1.684, -15.761)
H (-0.327, -3.035, -17.013)
H (-0.021, -3.267, -15.360)
H (1.528, -1.674, -15.059)
H (1.174, -0.821, -16.692)
H (1.863, -3.058, -17.539)
H (4.049, -1.910, -16.044)
H (3.315, -1.145, -17.482)
H (4.118, -4.068, -17.282)
H (5.339, -2.791, -17.828)
H (5.423, -3.367, -20.253)
H (3.817, -3.832, -20.898)
H (4.757, -4.905, -19.721)
C (3.094, -2.625, -11.181)
O (3.438, -1.315, -11.537)
C (2.599, -0.339, -10.975)
C (2.621, 0.908, -11.826)
N (3.951, 1.610, -11.924)
C (3.660, 2.907, -12.604)
C (3.969, 2.778, -14.107)
O (2.755, 2.341, -14.675)
C (2.845, 1.638, -15.903)
H (2.012, -2.800, -11.144)
H (3.424, -2.968, -10.195)
H (3.453, -3.389, -11.871)
H (2.956, -0.093, -9.963)
H (1.571, -0.703, -10.863)
H (1.855, 1.575, -11.426)
H (2.280, 0.625, -12.828)
H (4.328, 1.003, -12.648)
H (4.332, 3.672, -12.188)
H (2.708, 3.402, -12.426)
H (4.804, 2.089, -14.281)
H (4.257, 3.758, -14.519)
H (3.193, 2.226, -16.759)
H (1.795, 1.376, -16.043)
H (3.470, 0.750, -15.769)
C (5.908, -3.872, -15.359)
C (6.999, -4.578, -14.580)
O (7.699, -3.512, -13.943)
C (7.027, -2.363, -14.135)
O (7.480, -1.298, -13.877)
O (5.812, -2.602, -14.713)
H (4.977, -4.361, -15.083)
H (6.139, -3.834, -16.424)
H (7.533, -5.286, -15.210)
H (6.473, -5.178, -13.833)
C (3.329, -8.402, -11.719)
C (4.342, -9.097, -10.837)
O (4.884, -7.988, -10.063)
C (4.457, -6.834, -10.579)
O (4.751, -5.726, -10.261)
O (3.698, -7.056, -11.693)
H (2.303, -8.564, -11.381)
H (3.441, -8.893, -12.685)
H (5.239, -9.487, -11.319)
H (3.941, -9.897, -10.218)
C (-2.249, -1.042, -10.157)
C (-1.342, -1.881, -9.262)
O (-0.368, -2.314, -10.198)
C (-0.964, -2.483, -11.377)
O (-0.662, -3.245, -12.230)
O (-2.012, -1.591, -11.461)
H (-1.993, 0.017, -10.144)
H (-3.286, -1.111, -9.833)
H (-1.798, -2.778, -8.835)
H (-0.886, -1.372, -8.415)
C (1.293, -6.246, -18.724)
C (0.321, -6.562, -19.827)
O (-0.517, -7.553, -19.242)
C (0.230, -8.181, -18.261)
O (-0.139, -9.069, -17.572)
O (1.310, -7.424, -17.942)
H (1.159, -5.416, -18.012)
H (2.210, -5.798, -19.133)
H (0.889, -6.913, -20.690)
H (-0.216, -5.666, -20.134)
C (5.627, -10.435, -14.347)
C (6.356, -11.711, -14.714)
O (5.377, -12.724, -14.559)
C (4.477, -12.259, -13.649)
O (3.582, -12.904, -13.203)
O (4.693, -10.976, -13.404)
H (5.107, -10.083, -15.238)
H (6.283, -9.772, -13.793)
H (7.160, -11.926, -13.999)
H (6.812, -11.637, -15.701)
C (0.730, -6.065, -14.352)
C (1.688, -5.011, -13.801)
O (2.935, -5.576, -14.276)
C (2.764, -6.886, -14.497)
O (3.632, -7.660, -14.749)
O (1.459, -7.246, -14.381)
H (0.523, -5.895, -15.427)
H (-0.293, -6.121, -13.984)
H (1.654, -4.857, -12.725)
H (1.629, -4.072, -14.347)